C5H8O | ωB97M-V/def2-TZVPD

Output
- SMILES string = C[C@H]1O[C@H]2C[C@H]21
- M (g/mol) = 84.1
- HOMO level (eV) = -9.101
- HOMO-LUMO gap (hartree) = 0.377

The geometry in ORCA input format:
```
! RIJCOSX wB97M-V def2-TZVPD def2/J DEFGRID3
* xyz 0 1
C -1.7101 -0.6417 0.1273
C -0.7188 0.3679 -0.3793
O -0.2272 1.1650 0.8529
C 1.0910 0.9617 0.3986
C 1.5034 -0.4614 0.3452
C 0.7019 0.0818 -0.7920
H -2.5297 -0.0640 0.5679
H -1.2558 -1.2566 0.9070
H -2.1261 -1.2798 -0.6589
H -1.1841 0.9979 -1.1572
H 1.7976 1.7850 0.4504
H 2.5447 -0.6240 0.0865
H 1.0704 -1.1694 1.0425
H 1.0467 0.1561 -1.8193
*
```


C34H47F9IN3O8P2S2Si | ωB97M-V/def2-TZVPD

Output
- SMILES string = [H]/N=C/Cc1c(CCC(F)(F)C(F)(F)C(F)(F)C(F)(F)F)c(N=C=O)c(P(C)O)c2c1Sc1c(C[SH](=O)=O)cc(P(O)I)c(CCO[Si](C)(C)C)c1N2.CC(C)O.CC(C)O
- M (g/mol) = 1077.8
- HOMO level (eV) = -8.164
- HOMO-LUMO gap (hartree) = 0.295

The geometry in ORCA input format:
```
! RIJCOSX wB97M-V def2-TZVPD def2/J DEFGRID3
* xyz 0 1
C 3.8082 -2.2633 -2.6286
P 1.9742 -2.2967 -2.7344
O 1.5380 -3.8527 -2.4135
C 1.4095 -1.2569 -1.3231
C 1.3628 -1.6739 0.0087
N 1.7688 -3.0334 0.3541
C 2.9627 -3.2250 0.4467
O 4.0486 -3.5408 0.5496
C 0.9321 -0.8585 1.0536
C 0.8836 -1.3931 2.4810
C -0.5400 -1.9126 2.8060
C -0.6357 -3.4226 2.8909
F -0.7824 -3.9226 1.6382
F 0.4650 -4.0081 3.4129
C -1.8668 -3.9305 3.6931
F -2.9416 -3.1504 3.4889
F -2.1777 -5.1646 3.2319
C -1.6034 -4.0831 5.2082
F -0.9067 -2.9956 5.6102
F -0.8774 -5.1746 5.4676
C -2.8909 -4.1768 6.0688
F -3.4294 -2.9665 6.2389
F -3.7900 -4.9673 5.4864
F -2.5879 -4.6705 7.2662
C 0.5633 0.4660 0.7761
C 0.1379 1.4343 1.8562
C 1.0764 2.6069 1.9564
N 2.0955 2.5886 2.7006
C 0.6150 0.8869 -0.5489
C 1.0050 0.0539 -1.5857
N 1.0138 0.5584 -2.8978
C -0.1612 1.2056 -3.3380
C -0.7801 0.8541 -4.5497
C -0.2657 -0.2728 -5.3957
C -0.9643 -1.5873 -4.9587
O -1.0990 -1.6394 -3.5464
Si -2.6128 -2.0229 -2.9486
C -2.4032 -2.5665 -1.1627
C -3.7495 -0.5301 -2.9156
C -3.4402 -3.4296 -3.8649
C -1.9246 1.5753 -4.9111
P -2.7559 1.0820 -6.4717
O -4.3391 1.1485 -6.0405
I -2.3421 3.0219 -7.9054
C -2.4235 2.5977 -4.1234
C -1.8310 2.9279 -2.9208
C -2.3633 4.0074 -2.0409
S -1.9454 5.6453 -2.7301
O -1.0902 5.4541 -3.8674
O -1.4023 6.4608 -1.6797
C -0.6904 2.2179 -2.5464
S 0.1718 2.5415 -1.0346
H 4.2298 -2.7527 -1.7521
H 4.1451 -2.7770 -3.5241
H 4.1581 -1.2373 -2.6880
H 2.2604 -4.2770 -1.9323
H 1.0965 -0.5795 3.1565
H 1.6078 -2.1896 2.5512
H -0.9184 -1.4736 3.7255
H -1.2319 -1.6112 2.0261
H 0.0654 0.9274 2.8072
H -0.8471 1.8229 1.5957
H 0.8458 3.4581 1.3201
H 2.5954 3.4691 2.5833
H 1.3441 -0.1294 -3.5575
H 0.8008 -0.4256 -5.2590
H -0.4074 -0.1085 -6.4562
H -0.3267 -2.4143 -5.2653
H -1.9272 -1.6209 -5.4723
H -2.6629 -3.6171 -1.0565
H -3.0966 -2.0081 -0.5371
H -1.3888 -2.4332 -0.7994
H -3.2187 0.3054 -2.4596
H -4.6066 -0.7321 -2.2753
H -4.1349 -0.2703 -3.8976
H -2.8117 -4.3116 -3.9577
H -3.8171 -3.1413 -4.8437
H -4.3186 -3.7168 -3.2875
H -4.5817 2.0305 -5.7234
H -3.3148 3.1452 -4.4069
H -3.4443 3.9653 -1.9140
H -1.9008 4.0298 -1.0617
H -3.1294 6.1591 -3.1609
C 2.6162 0.0230 8.6607
C 1.4387 -0.4079 7.7997
C 0.9538 -1.8006 8.1709
O 1.8034 -0.3720 6.4184
H 3.4609 -0.6569 8.5202
H 2.9515 1.0210 8.3778
H 2.3516 0.0308 9.7191
H 0.6222 0.3056 7.9161
H 1.7459 -2.5382 8.0137
H 0.1151 -2.0856 7.5395
H 0.6383 -1.8495 9.2142
H 2.5260 -0.9955 6.2901
C 3.9628 6.4752 -1.9306
C 3.9139 5.0340 -1.4466
C 3.5093 4.0866 -2.5659
O 2.9979 4.9200 -0.3561
H 2.9775 6.7930 -2.2820
H 4.2493 7.1423 -1.1169
H 4.6762 6.5949 -2.7473
H 4.8912 4.7457 -1.0572
H 2.5094 4.3337 -2.9337
H 3.4730 3.0581 -2.2035
H 4.2078 4.1391 -3.4029
H 2.1264 5.1714 -0.6826
*
```


C16H30BF5NO13S2 | ωB97M-V/def2-TZVPD

Output
- M (g/mol) = 614.3
- HOMO level (eV) = -13.169
- HOMO-LUMO gap (hartree) = 0.386

The geometry in ORCA input format:
```
! RIJCOSX wB97M-V def2-TZVPD def2/J DEFGRID3
* xyz 1 1
C -0.0585 1.0420 -1.7896
C -1.0532 -0.0927 -2.0352
C -0.4193 -1.4932 -1.9689
C -0.3261 -2.3064 -3.2820
C 0.2769 -1.7565 -4.5753
O 0.8828 -0.4974 -4.3450
O 0.7131 0.3352 -5.4878
N 0.3564 -3.5379 -2.7593
C -0.2238 -3.7970 -1.3151
O -0.8853 -5.0161 -1.3052
B 1.0079 -3.9163 -0.2496
O 1.1651 -5.0404 0.5091
O 1.8395 -2.8319 -0.1382
C -1.1087 -2.5493 -1.0954
C -1.2999 -2.2676 0.3999
C -2.6390 -1.6360 0.8253
C -3.9247 -2.2894 0.3020
C -4.2221 -3.7098 0.7300
F -3.1611 -4.5491 0.5210
F -5.2500 -4.1857 -0.0405
C -4.6924 -3.8904 2.1932
F -3.8266 -3.3423 3.0500
F -4.7900 -5.1827 2.4768
F -5.8819 -3.3259 2.3627
H 0.3041 1.0242 -0.7652
H 0.8050 0.9630 -2.4513
H -0.5443 2.0018 -1.9719
H -1.7918 -0.0327 -1.2335
H -1.5782 0.0539 -2.9861
H 0.6192 -1.3496 -1.6436
H -1.3599 -2.5899 -3.5000
H 1.0384 -2.4468 -4.9728
H -0.4882 -1.6812 -5.3520
H -0.1704 0.7175 -5.3614
H 1.3401 -3.2869 -2.6270
H 0.3513 -4.3513 -3.3747
H -1.8274 -4.9040 -1.4933
H 1.6223 -5.7802 0.0981
H 2.0080 -2.5744 0.7787
H -2.0540 -2.8272 -1.5840
H -0.5129 -1.5764 0.7210
H -1.1714 -3.1949 0.9717
H -2.6749 -0.5919 0.5028
H -2.6307 -1.5944 1.9159
H -4.7651 -1.6844 0.6609
H -3.9881 -2.2466 -0.7895
C 1.5405 3.0909 3.0088
C 0.4045 2.8556 3.9810
O -0.7248 2.5722 3.1281
S -0.2400 1.7991 1.8326
O -0.4346 0.3967 2.0046
O -0.7625 2.4589 0.6904
O 1.3099 2.1013 1.9703
H 1.4921 4.0778 2.5626
H 2.5187 2.9320 3.4484
H 0.1879 3.7237 4.5952
H 0.5814 1.9877 4.6181
C 4.7460 6.4876 0.7480
C 4.5350 7.8980 1.2610
O 3.7430 7.7128 2.4470
S 4.1553 6.3566 3.1686
O 5.0748 6.6099 4.2139
O 2.9677 5.6107 3.4161
O 4.9424 5.7088 1.9409
H 3.8641 6.1116 0.2267
H 5.6194 6.3929 0.1098
H 3.9937 8.5286 0.5626
H 5.4753 8.3758 1.5392
*
```


C28H43BIrN9OS4Se | ωB97M-V/def2-TZVPD

Output
- M (g/mol) = 932.0
- HOMO level (eV) = -13.160
- HOMO-LUMO gap (hartree) = 0.231

The geometry in ORCA input format:
```
! RIJCOSX wB97M-V def2-TZVPD def2/J DEFGRID3
* xyz 2 1
Ir -0.6881 -0.6152 -0.6272
C -3.6023 0.3142 2.0342
C -2.9166 1.0387 3.1978
C -3.8814 2.0922 3.7398
C -2.5313 0.0670 4.3163
N -1.6838 1.6829 2.7058
C -1.3849 3.0127 2.7709
C -0.1362 3.1754 2.2605
N 0.3396 1.9570 1.8757
B 1.7861 1.8085 1.3385
N 2.3221 0.3625 1.4419
C 2.9769 -0.0300 2.5754
C 3.5385 -1.2389 2.3488
N 3.2263 -1.6109 1.0695
C 2.4679 -0.6252 0.5386
S 1.7955 -0.6023 -1.0472
C 3.8094 -2.7854 0.3902
C 4.9741 -2.2790 -0.4628
C 4.3139 -3.7760 1.4414
C 2.7668 -3.4749 -0.4925
N 1.9286 2.3359 -0.1058
C 3.1123 2.8546 -0.5466
C 2.9410 3.2956 -1.8179
N 1.6468 3.0511 -2.1721
C 1.0496 2.4547 -1.1167
S -0.5822 1.9506 -1.0287
C 1.0198 3.4537 -3.4483
C 2.0807 4.0201 -4.3914
C -0.0123 4.5406 -3.1339
C 0.3702 2.2362 -4.1105
C -0.6217 1.0579 2.1466
S -0.5084 -0.6278 1.8352
H -4.5570 -0.0806 2.3692
H -3.0036 -0.5170 1.6660
H -3.7862 1.0128 1.2197
H -4.7829 1.5894 4.0765
H -4.1704 2.8044 2.9709
H -3.4670 2.6198 4.5939
H -3.4227 -0.4118 4.7098
H -2.0425 0.6000 5.1289
H -1.8638 -0.7104 3.9529
H -2.0499 3.7488 3.1699
H 0.4487 4.0647 2.1562
H 2.4762 2.4880 2.0227
H 3.0181 0.5900 3.4442
H 4.1286 -1.8350 3.0112
H 5.7362 -1.8144 0.1586
H 4.6232 -1.5548 -1.1954
H 5.4190 -3.1139 -0.9973
H 5.1707 -3.3876 1.9851
H 4.6400 -4.6855 0.9468
H 3.5300 -4.0408 2.1460
H 2.6894 -2.9974 -1.4662
H 1.7914 -3.4483 -0.0156
H 3.0576 -4.5092 -0.6559
H 3.9808 2.8835 0.0741
H 3.6507 3.7614 -2.4675
H 2.5340 4.9227 -3.9901
H 1.5996 4.2887 -5.3271
H 2.8513 3.2864 -4.6155
H 0.4765 5.4054 -2.6902
H -0.7734 4.1749 -2.4485
H -0.4998 4.8590 -4.0505
H 1.0957 1.4347 -4.2346
H 0.0032 2.5190 -5.0928
H -0.4731 1.8654 -3.5329
Se -4.5144 -3.7352 -0.8181
N -5.6688 -2.4472 -0.7909
C -5.0643 -1.2894 -1.0091
C -5.6651 -0.0251 -1.0918
C -4.8356 1.0340 -1.3617
C -3.4545 0.8414 -1.4982
N -2.8332 -0.3227 -1.3681
C -3.6313 -1.3975 -1.1725
N -3.1694 -2.6367 -1.1084
H -6.7298 0.0704 -0.9605
H -5.2265 2.0314 -1.4648
H -2.8335 1.6976 -1.7171
C -0.0327 -5.3736 0.6084
S -1.1189 -4.1558 -0.2406
C -0.8623 -4.7895 -1.9309
O -0.3244 -2.8750 -0.2085
H -0.6488 -6.2376 0.8309
H 0.3122 -4.9353 1.5388
H 0.8146 -5.6571 -0.0045
H -1.2053 -5.8177 -1.9765
H 0.1889 -4.7166 -2.1900
H -1.4435 -4.1759 -2.6107
*
```


C5H8O2 | ωB97M-V/def2-TZVPD

Output
- M (g/mol) = 100.1
- HOMO level (eV) = -9.888
- HOMO-LUMO gap (hartree) = 0.386

The geometry in ORCA input format:
```
! RIJCOSX wB97M-V def2-TZVPD def2/J DEFGRID3
* xyz 0 1
C -0.7617 -0.2471 -1.1773
C 0.2466 -0.1641 0.0198
C 1.5643 0.5663 0.0683
C 1.5198 -0.9339 0.2513
O -0.4698 -0.0808 1.2209
C -1.6201 0.5892 1.1070
O -1.8625 1.5717 0.4516
H -0.8486 0.7090 -1.6769
H -2.3785 -0.2668 -0.8689
H -0.3527 -0.9734 -1.9010
H 1.9558 0.9739 -0.8562
H 1.7462 1.1755 0.9565
H 1.8875 -1.5779 -0.5408
H 1.6782 -1.3199 1.2615
H -2.3044 -0.0218 1.6841
*
```


How do the records compare in ΔE to the lowest compared entry with this formula, charge and spin? In the order shown, they have 56.3, 0.0, 4.4, 45.5, 96.5 kcal/mol.
How do the records compare in energy? In the order shown, they have -7359.8147, -137557.9729, -81112.9084, -157384.7145, -9405.6463 eV.